DFT (ωB97M-V/def2-TZVPD) results for a 8-piece molecular cluster, C46H103F3O23 overall at a distorted geometry.

Calculated values
ΔE to the lowest compared entry with this formula, charge and spin = 0.00 kJ/mol
E_HOMO = -8.96 eV

Geometry (Å):
1 C -2.67315 -6.45235 11.15194
2 O -1.77222 -7.50344 10.82490
3 C -2.22977 -8.80300 10.88235
4 C -2.24452 -9.38549 12.30303
5 O -3.08260 -8.69284 13.19784
6 C -4.54023 -8.74924 13.01922
7 C -5.27055 -7.99366 14.12773
8 O -5.08953 -6.65825 14.13730
9 C -5.65048 -5.86405 13.12638
10 H -2.35927 -5.41792 11.01222
11 H -2.99616 -6.61164 12.18073
12 H -3.48687 -6.53256 10.43116
13 H -1.57437 -9.36806 10.21960
14 H -3.24701 -8.83228 10.49187
15 H -1.25528 -9.45016 12.75616
16 H -2.51188 -10.44210 12.28935
17 H -4.85427 -9.78857 12.92298
18 H -4.70844 -8.27964 12.05005
19 H -4.79552 -8.36653 15.03516
20 H -6.33266 -8.23441 14.17329
21 H -5.22492 -5.97653 12.12921
22 H -5.62295 -4.79674 13.34589
23 H -6.71622 -6.09102 13.09809
24 C -0.22629 -6.63137 14.34847
25 O -0.67586 -6.40193 15.67042
26 C -2.06182 -6.72924 15.88393
27 C -2.62995 -6.08260 17.16968
28 O -2.05540 -6.53822 18.37489
29 C -2.40151 -5.91853 19.62486
30 C -1.61476 -4.60663 19.85377
31 O -0.18586 -4.75492 20.16296
32 C 0.73985 -5.30990 19.14298
33 H -0.41003 -5.84863 13.61250
34 H -0.57047 -7.57387 13.92262
35 H 0.86243 -6.68202 14.33305
36 H -2.24214 -7.80422 15.88110
37 H -2.76885 -6.39812 15.12330
38 H -3.68642 -6.34900 17.20150
39 H -2.52962 -5.00039 17.08705
40 H -2.30114 -6.66376 20.41395
41 H -3.46388 -5.73147 19.46837
42 H -2.11538 -4.25161 20.75457
43 H -1.75811 -3.88873 19.04620
44 H 0.68187 -4.88396 18.14133
45 H 0.38901 -6.31571 18.91196
46 H 1.75516 -5.45691 19.51127
47 C -8.06846 -9.70813 12.30297
48 O -7.07227 -10.71568 12.52014
49 C -7.34100 -11.46450 13.69877
50 C -6.17700 -12.39421 14.04789
51 O -5.03547 -11.68600 14.46574
52 C -4.00819 -12.31866 15.21481
53 C -2.93303 -12.97735 14.27181
54 O -3.34572 -14.18112 13.65286
55 C -3.71283 -15.25626 14.55250
56 H -7.95479 -9.28324 11.30566
57 H -8.08038 -8.84493 12.96844
58 H -9.06335 -10.13114 12.44216
59 H -8.19356 -12.13642 13.59990
60 H -7.50724 -10.76769 14.52030
61 H -5.92750 -13.13264 13.28593
62 H -6.55223 -12.89402 14.94092
63 H -4.34776 -12.96099 16.02734
64 H -3.45749 -11.57106 15.78571
65 H -2.04744 -13.17902 14.87445
66 H -2.67624 -12.32658 13.43596
67 H -4.74337 -15.12660 14.88305
68 H -2.96616 -15.35626 15.34027
69 H -3.65494 -16.20820 14.02469
70 C -11.64136 0.64187 10.16509
71 O -11.00243 0.95775 11.40436
72 C -11.16534 -0.02254 12.38202
73 C -10.43874 -1.32937 12.13861
74 O -9.03360 -1.09458 11.91155
75 C -8.47648 -2.25652 11.33015
76 C -7.01623 -2.10494 11.28745
77 O -6.33274 -3.06330 10.44573
78 C -4.91621 -2.97278 10.56749
79 H -11.69216 1.59208 9.63348
80 H -12.63906 0.21119 10.25003
81 H -11.01683 -0.10617 9.67671
82 H -12.24047 -0.14847 12.50982
83 H -10.76295 0.45114 13.27746
84 H -11.05026 -1.83938 11.39428
85 H -10.57835 -1.94398 13.02792
86 H -8.89897 -2.23073 10.32569
87 H -8.78024 -3.15896 11.86066
88 H -6.59338 -2.07672 12.29170
89 H -6.90729 -1.11716 10.83967
90 H -4.60591 -3.06472 11.60833
91 H -4.52177 -2.01104 10.23951
92 H -4.35512 -3.71399 9.99838
93 C -8.20912 0.48932 15.76622
94 O -7.27148 -0.44663 16.33131
95 C -6.25855 0.34023 16.95971
96 C -5.24868 -0.41753 17.81093
97 O -5.67957 -1.01227 18.98125
98 C -4.58191 -1.58901 19.62243
99 C -5.11960 -2.67061 20.64323
100 O -5.87031 -3.69273 19.96553
101 C -6.76320 -4.40041 20.73043
102 H -9.01409 -0.04687 15.26358
103 H -7.88435 1.16513 14.97509
104 H -8.64990 1.11154 16.54510
105 H -6.69086 1.03670 17.67813
106 H -5.61771 0.79755 16.20586
107 H -4.32492 0.15101 17.91835
108 H -4.99910 -1.24694 17.14920
109 H -4.07579 -0.74939 20.09884
110 H -3.77255 -2.00897 19.02521
111 H -5.67164 -2.15816 21.43111
112 H -4.29911 -3.20781 21.11895
113 H -7.64387 -3.94116 21.17942
114 H -6.16724 -4.80998 21.54603
115 H -7.23701 -5.19292 20.15117
116 C -15.33041 0.71470 9.99349
117 O -15.34415 -0.10871 11.15882
118 C -15.40186 -1.48948 10.77187
119 C -15.71289 -2.34544 12.02815
120 O -14.50589 -2.60910 12.77853
121 C -14.58781 -3.26964 14.03065
122 C -13.18930 -3.15384 14.66972
123 O -12.71669 -1.79515 14.64325
124 C -11.97688 -1.41279 15.79408
125 H -15.23301 1.73259 10.37101
126 H -16.28442 0.54981 9.49273
127 H -14.49632 0.67955 9.29266
128 H -14.42890 -1.84661 10.43438
129 H -16.12881 -1.60187 9.96750
130 H -16.08847 -3.28871 11.63157
131 H -16.48838 -1.87482 12.63251
132 H -14.83461 -4.33036 13.98534
133 H -15.28769 -2.78017 14.70790
134 H -12.59585 -3.70317 13.93886
135 H -13.03318 -3.54859 15.67366
136 H -11.79085 -0.34737 15.65857
137 H -11.05288 -1.93196 16.04861
138 H -12.69545 -1.46884 16.61177
139 C -11.57640 -3.35726 18.80221
140 O -10.88052 -2.12149 19.00463
141 C -9.62527 -2.30788 19.61892
142 C -9.00582 -0.90208 19.81601
143 O -9.79759 -0.11398 20.67454
144 C -9.36217 1.22846 20.78835
145 C -10.07882 2.03087 21.92480
146 O -9.85583 1.48544 23.27055
147 C -10.61440 2.12836 24.24939
148 H -11.06347 -4.15596 18.26640
149 H -12.48011 -3.03890 18.28253
150 H -11.92866 -3.71390 19.77010
151 H -8.99132 -2.93455 18.99163
152 H -9.62309 -2.75389 20.61349
153 H -8.85081 -0.35940 18.88351
154 H -8.00853 -0.98759 20.24753
155 H -9.58165 1.68640 19.82388
156 H -8.27915 1.27602 20.90200
157 H -11.13091 2.04822 21.64036
158 H -9.78804 3.07589 21.81768
159 H -10.44623 1.72861 25.24940
160 H -11.67528 1.94253 24.08171
161 H -10.49866 3.21220 24.24887
162 C -5.99097 -4.24193 16.80878
163 C -6.86340 -3.52141 15.82258
164 O -7.79287 -4.27536 15.12295
165 C -8.87239 -4.92191 15.65759
166 O -9.03734 -5.00181 16.87879
167 C -9.68880 -5.66716 14.62919
168 F -10.97408 -5.36625 14.78647
169 F -9.31721 -5.30056 13.39444
170 F -9.50545 -6.97808 14.66261
171 H -5.79549 -5.25596 16.46007
172 H -6.56748 -4.43809 17.71282
173 H -5.04784 -3.80959 17.14297
174 H -6.20679 -2.95807 15.15955
175 H -7.34817 -2.71088 16.36676